Below is C33H43AsBaN9 as an isolated structure, with properties calculated with ωB97M-V/def2-TZVPD.

## Properties
spin multiplicity	1
HOMO	-9.7	eV
net charge	+1
DFT total energy	-109857.561	eV

Structure (XYZ):
```
87
Properties=species:S:1:pos:R:3:forces:R:3:lowdin_charge:R:1
Ba -0.65054 0.41223 -0.59220 0.03 0.29 -0.40 1.7447
C -3.67644 3.49899 3.87905 -0.01 0.00 -0.01 -0.0402
N -2.59122 2.62463 3.45894 0.00 0.02 0.01 -0.1473
C -2.15230 1.66701 4.45227 -0.03 -0.02 0.00 -0.0271
C -2.20935 2.52141 2.15499 -0.05 -0.11 -0.09 -0.3920
N -1.84972 1.42230 1.54667 0.14 0.11 0.23 -0.0597
C -2.37225 0.16248 1.94089 -0.07 0.07 0.14 -0.3100
C -3.73697 0.05838 2.09995 -0.01 0.09 -0.02 -0.0271
C -4.38262 -1.15845 2.34664 0.02 -0.06 0.01 -0.0421
C -3.64861 -2.30557 2.38658 -0.06 0.05 -0.08 -0.0264
C -2.24906 -2.26764 2.20194 0.08 0.01 -0.03 -0.1493
C -1.55195 -3.50079 2.20655 -0.01 -0.02 0.04 -0.0225
C -0.20252 -3.53881 2.03831 -0.01 0.03 -0.01 -0.0467
C 0.50202 -2.33441 1.88084 0.02 0.01 -0.04 -0.0389
C -0.11788 -1.10538 1.89356 0.05 -0.10 0.03 -0.3577
N 0.67191 0.04581 1.64103 -0.08 0.14 0.17 -0.0660
C 1.77425 0.29600 2.28950 0.05 -0.24 -0.04 -0.3815
N 2.71775 1.09158 1.68430 0.03 0.05 -0.05 -0.1591
C 2.67841 1.26208 0.24956 -0.01 -0.01 0.10 -0.0862
C 3.37704 2.16382 2.41987 -0.03 0.01 -0.04 -0.0397
N 2.11037 -0.17782 3.51906 -0.04 0.08 0.05 -0.1310
C 3.49334 -0.41378 3.90963 0.01 -0.05 -0.01 -0.0391
C 1.12805 -0.67408 4.46604 0.04 0.02 0.04 -0.0236
C -1.55713 -1.02603 2.00511 -0.09 -0.18 0.10 -0.1185
N -2.20112 3.69135 1.44695 -0.02 0.03 -0.08 -0.1514
C -2.18732 3.65149 0.00251 0.01 0.02 0.05 -0.0740
C -1.78025 4.95191 2.04158 0.01 0.00 -0.01 -0.0381
H -4.46593 2.89753 4.33667 0.00 0.00 0.00 0.0985
H -4.09666 4.01949 3.02331 0.01 0.00 0.00 0.0921
H -3.33785 4.23416 4.61206 0.00 0.00 0.00 0.0948
H -1.96801 2.19521 5.38922 0.00 0.00 0.00 0.1012
H -1.22485 1.21206 4.12266 0.07 -0.05 -0.01 0.0716
H -2.89038 0.88012 4.62930 -0.01 0.00 0.00 0.0998
H -4.32687 0.96323 2.00238 0.00 -0.01 0.00 0.1245
H -5.45745 -1.18560 2.46475 0.00 0.01 0.00 0.1168
H -4.12534 -3.26710 2.51235 0.01 -0.05 0.00 0.1109
H -2.13007 -4.40862 2.32041 0.01 0.01 -0.02 0.1127
H 0.32899 -4.48056 2.01816 0.00 0.00 0.00 0.1158
H 1.57873 -2.35555 1.75169 0.00 -0.01 0.00 0.1254
H 2.43827 0.31363 -0.23190 -0.01 0.00 -0.02 0.0626
H 3.66486 1.56734 -0.09929 0.00 0.03 0.01 0.1014
H 1.96573 2.03769 -0.07190 -0.01 0.01 0.02 0.0703
H 3.09974 2.12376 3.46900 0.00 0.00 -0.01 0.0883
H 3.06279 3.13362 2.02343 0.00 0.00 0.00 0.0946
H 4.46280 2.09362 2.33852 0.00 0.00 0.00 0.0975
H 4.15356 -0.30169 3.05459 0.00 0.00 0.02 0.0924
H 3.58213 -1.43569 4.28383 0.00 0.00 0.00 0.0984
H 3.81395 0.26659 4.70180 -0.01 0.00 0.00 0.0947
H 0.13333 -0.34733 4.19052 -0.05 0.03 0.01 0.0680
H 1.36516 -0.28342 5.45699 0.01 0.01 0.00 0.1025
H 1.12748 -1.76600 4.50887 0.00 0.00 0.00 0.1010
H -2.77782 2.80838 -0.35281 -0.02 0.00 0.00 0.0778
H -1.16590 3.59471 -0.40432 0.02 -0.01 0.00 0.0723
H -2.63577 4.56485 -0.38742 0.01 0.01 0.00 0.1009
H -1.52512 4.80404 3.08672 0.00 0.00 -0.01 0.0897
H -2.56360 5.70864 1.97157 0.00 0.00 0.00 0.0976
H -0.89475 5.32676 1.52135 0.00 0.00 0.01 0.0944
N -2.15835 -1.37681 -1.65839 -0.12 -0.16 0.04 -0.1095
C -2.74557 -2.38317 -1.74247 -0.06 -0.13 -0.16 -0.2324
C -3.42640 -3.57296 -1.89317 0.11 0.01 0.05 -0.2767
C -3.66559 -4.05334 -3.20908 0.00 0.06 0.10 -0.2400
N -3.83537 -4.40926 -4.29184 0.00 0.00 0.00 0.1334
C -3.74692 -4.32267 -0.73394 -0.01 0.05 -0.07 -0.2249
N -3.98720 -4.90634 0.23183 0.03 0.05 0.06 0.1447
C -0.11138 -0.30199 -5.11379 -0.02 0.03 0.00 -0.3038
As 1.01565 -0.13558 -3.53871 0.02 -0.06 -0.03 1.0048
C 1.40580 -2.02639 -3.25825 0.00 -0.01 0.01 -0.3071
C 2.71695 0.50645 -4.30897 0.00 -0.03 -0.04 -0.3494
C 3.19650 -0.28579 -5.48680 0.01 0.01 0.01 -0.3282
C 2.80655 0.05684 -6.77944 0.00 0.00 0.00 -0.0682
C 3.22056 -0.69638 -7.86797 0.01 0.00 0.01 -0.0719
C 4.03429 -1.80462 -7.67955 -0.01 0.01 0.00 -0.0793
C 4.43790 -2.14920 -6.39762 0.00 0.01 0.01 -0.0737
C 4.02188 -1.39418 -5.31062 0.00 0.00 -0.01 -0.0704
H 0.40438 -0.86402 -5.89023 0.01 -0.01 0.00 0.0309
H -0.37564 0.68436 -5.49196 0.00 0.00 -0.01 0.0284
H -1.02249 -0.82742 -4.82943 0.00 0.00 0.01 0.0248
H 1.81421 -2.46986 -4.16507 -0.01 0.00 -0.01 0.0295
H 0.47698 -2.53506 -2.99801 0.00 0.01 0.01 0.0186
H 2.12100 -2.15324 -2.44476 0.00 -0.01 0.00 0.0225
H 3.44403 0.48498 -3.49547 0.01 0.00 0.01 0.0646
H 2.55164 1.55158 -4.57310 0.01 0.01 -0.01 0.0702
H 2.17834 0.92667 -6.93583 0.00 0.00 0.00 0.1134
H 2.91069 -0.41440 -8.86566 0.00 0.00 0.00 0.1079
H 4.35843 -2.39186 -8.52818 0.00 0.00 0.00 0.1064
H 5.08205 -3.00513 -6.24346 0.00 0.01 0.00 0.1071
H 4.35005 -1.66374 -4.31268 0.00 0.00 0.00 0.1110
```
Forces are in eV/Å.

---

Below is C6H8N2O in the gas phase, with properties calculated with ωB97M-V/def2-TZVPD.

## Properties
spin multiplicity	1
structure (SMILES)	C/N=C1/C=CC(NO)=C1
relative energy (zero: lowest compared OMol25 entry of this formula, charge and spin)	87.3	kcal per mole
HOMO	-8.2	eV
net charge	0
DFT total energy	-11375.561	eV

Structure (XYZ):
```
17
Properties=species:S:1:pos:R:3:forces:R:3:lowdin_charge:R:1
C -3.23301 -0.83218 0.09077 -1.04 -0.98 -0.91 -0.1569
C -1.25883 0.40792 0.03417 1.02 0.25 -0.40 -0.2788
C -0.27993 1.62019 0.03131 -1.33 -0.80 -1.06 0.0044
C 0.99380 1.18224 -0.12680 -1.39 1.78 0.21 -0.0403
C 1.00755 -0.27481 -0.12566 -3.24 -1.69 -0.52 -0.2593
C -0.31174 -0.73753 -0.07229 1.65 1.19 0.21 0.0133
H -4.25296 -0.76170 -0.29488 0.18 0.35 -0.57 0.0690
H -2.76690 -1.69961 -0.40638 0.11 0.46 -0.04 0.0718
H -3.49052 -1.19314 1.07417 0.63 0.37 0.97 0.0755
H -0.75415 2.58880 -0.13014 0.72 0.03 0.43 0.1024
H 1.83783 1.85236 -0.29538 -0.22 -0.50 0.18 0.1120
H 2.19427 -1.90284 0.12418 -0.13 -0.03 0.05 0.1300
H 3.85670 -0.02078 -0.21283 -0.61 -0.17 0.65 0.1106
H -0.67949 -1.71845 -0.14902 0.10 -1.20 0.08 0.0695
N -2.55563 0.43640 0.01221 2.22 0.18 0.87 0.0497
N 2.19523 -0.99457 -0.32304 0.01 1.62 0.85 0.0139
O 3.13388 -0.17905 0.43464 1.32 -0.84 -1.00 -0.0869
```
Forces are in eV/Å.

---

One value per record, in order, for HOMO-LUMO gap: 7.001, 7.918 eV.